{
  "formula": "C37H32LaNP2Se",
  "method": "the ωB97M-V functional and the def2-TZVPD basis",
  "symbols": ["C", "C", "C", "C", "C", "C", "P", "C", "C", "C", "C", "C", "C", "La", "P", "C", "C", "C", "C", "C", "C", "C", "C", "C", "C", "C", "C", "C", "C", "C", "C", "C", "C", "C", "C", "C", "C", "C", "C", "H", "H", "H", "H", "H", "H", "H", "H", "H", "H", "H", "H", "H", "H", "H", "H", "H", "H", "H", "H", "H", "H", "H", "H", "H", "H", "H", "H", "H", "H", "H", "H", "Se", "C", "N"],
  "xyz": [[0.7409, -0.9482, -1.9907], [-0.2912, -1.3643, -1.1368], [-1.5829, -1.5169, -1.6596], [-1.8310, -1.2757, -3.0090], [-0.7943, -0.8803, -3.8546], [0.4919, -0.7132, -3.3410], [0.0165, -1.6258, 0.6501], [-1.2628, -2.8732, 1.0713], [-2.3522, -2.4860, 1.8594], [-3.3670, -3.3973, 2.1508], [-3.2948, -4.7025, 1.6644], [-2.2037, -5.0969, 0.8867], [-1.1918, -4.1868, 0.5891], [0.0000, 0.0000, 2.0514], [0.0125, 1.5695, 0.5490], [-1.3256, 1.7062, -0.6897], [-1.1554, 2.0872, -2.0233], [-2.2587, 2.1757, -2.8736], [-3.5375, 1.8886, -2.4000], [-3.7135, 1.4905, -1.0723], [-2.6138, 1.3908, -0.2259], [-0.2426, 3.0460, 1.6055], [0.6072, 3.1646, 2.7198], [0.4434, 4.2122, 3.6224], [-0.5653, 5.1559, 3.4200], [-1.4084, 5.0476, 2.3128], [-1.2530, 3.9963, 1.4095], [1.5778, 1.9878, -0.3061], [2.6594, 1.1095, -0.1659], [3.8926, 1.4091, -0.7439], [4.0569, 2.5968, -1.4572], [2.9918, 3.4934, -1.5752], [1.7597, 3.1953, -0.9962], [1.5892, -2.5749, 0.6610], [2.0088, -3.3614, -0.4231], [3.1987, -4.0849, -0.3490], [3.9784, -4.0350, 0.8072], [3.5623, -3.2614, 1.8918], [2.3765, -2.5322, 1.8208], [1.3973, 2.4306, 2.8711], [1.1006, 4.2902, 4.4838], [-0.6941, 5.9735, 4.1234], [-2.1923, 5.7828, 2.1524], [-1.9167, 3.9118, 0.5547], [-0.1626, 2.2968, -2.4059], [-2.1143, 2.4632, -3.9114], [-4.3937, 1.9611, -3.0648], [-4.7056, 1.2492, -0.7012], [-2.7322, 1.0568, 0.8029], [2.5209, 0.2020, 0.4180], [4.7247, 0.7199, -0.6293], [5.0174, 2.8337, -1.9062], [3.1263, 4.4297, -2.1098], [0.9440, 3.9100, -1.0632], [1.4123, -3.4021, -1.3292], [3.5158, -4.6867, -1.1964], [4.9068, -4.5971, 0.8615], [4.1622, -3.2222, 2.7966], [2.0436, -1.9290, 2.6624], [-2.3771, -1.4734, 2.2539], [-4.2057, -3.0899, 2.7690], [-4.0803, -5.4157, 1.8988], [-2.1375, -6.1166, 0.5172], [-0.3427, -4.5020, -0.0095], [-2.3920, -1.8318, -1.0085], [-2.8378, -1.3939, -3.3990], [-0.9897, -0.6965, -4.9074], [1.3048, -0.3991, -3.9898], [1.7454, -0.8219, -1.6034], [-0.0542, 0.1311, -6.9836], [0.6876, 0.1293, -6.9336], [0.0000, 0.0000, 7.1212], [0.0000, 0.0000, 5.3671], [0.0000, 0.0000, 4.0514]],
  "atomic_forces_ev_per_a": [[-0.1, 0.1, 0.0], [-0.1, 0.5, -0.4], [0.0, 0.1, 0.0], [0.2, 0.0, 0.1], [0.0, 0.0, 0.3], [-0.1, -0.1, 0.1], [0.1, -15.4, -11.0], [-0.3, -0.3, 0.0], [0.4, -0.4, -0.3], [0.0, 0.1, 0.1], [0.2, 0.3, 0.0], [0.1, 0.3, 0.1], [-0.1, 0.0, 0.1], [-0.3, 1.2, 15.0], [0.4, 13.9, -11.3], [-0.5, -0.3, 0.0], [0.1, -0.1, 0.1], [0.0, -0.1, 0.3], [0.2, 0.0, 0.2], [0.0, -0.1, 0.0], [0.3, 0.0, -0.4], [-0.2, 0.3, 0.5], [-0.4, 0.2, -0.1], [0.1, -0.1, -0.1], [0.0, -0.2, -0.2], [0.2, -0.1, 0.1], [0.0, -0.1, 0.1], [0.5, 0.0, 0.0], [-0.2, 0.5, -0.1], [0.0, 0.0, 0.0], [-0.2, -0.1, 0.2], [-0.1, -0.2, 0.1], [0.0, 0.0, 0.1], [0.4, -0.1, 0.0], [0.1, 0.1, 0.0], [-0.2, 0.2, 0.1], [-0.3, 0.2, 0.1], [0.0, 0.0, 0.1], [-0.1, 0.0, -0.5], [0.1, 0.1, 0.1], [-0.1, 0.0, -0.1], [0.0, -0.1, -0.1], [0.1, -0.1, 0.0], [0.1, 0.1, 0.1], [-0.1, 0.0, 0.0], [0.0, 0.0, 0.2], [0.1, 0.0, 0.1], [0.1, 0.0, -0.1], [-0.3, 0.1, 0.1], [0.3, -0.2, -0.1], [-0.1, 0.1, 0.0], [-0.2, -0.1, 0.1], [-0.1, -0.2, 0.1], [0.1, -0.1, 0.0], [0.1, 0.0, 0.1], [-0.1, 0.1, 0.1], [-0.2, 0.1, 0.0], [-0.1, 0.0, -0.1], [0.2, -0.1, 0.3], [-0.4, 0.1, 0.2], [0.1, -0.1, -0.1], [0.1, 0.2, 0.0], [0.0, 0.2, 0.1], [-0.1, 0.0, 0.1], [0.0, 0.0, -0.1], [0.2, 0.0, 0.1], [0.0, 0.0, 0.2], [-0.1, -0.1, 0.1], [-0.1, 0.0, -0.1], [0.1, 0.0, 0.0], [-0.1, 0.0, 0.0], [0.0, 0.0, -2.4], [0.0, 0.1, -4.3], [0.1, 0.0, 12.4]],
  "mulliken_charge": [0.063, 0.670, -0.651, -0.848, -0.544, -1.038, 3.049, -0.036, -0.327, -0.980, -0.570, -0.769, -0.345, 1.064, 1.956, 0.920, -1.020, -0.676, -0.672, -0.901, -0.448, 0.827, -0.673, -0.884, -0.537, -0.693, -0.359, 0.568, -0.692, -0.559, -0.686, -0.754, -0.457, 0.252, -0.519, -0.855, -0.627, -0.885, -0.794, 0.401, 0.450, 0.421, 0.452, 0.385, 0.551, 0.493, 0.432, 0.457, 0.327, -0.030, 0.483, 0.444, 0.455, 0.534, 0.487, 0.453, 0.445, 0.470, 0.379, 0.165, 0.425, 0.416, 0.459, 0.394, 0.426, 0.480, 0.233, 0.479, 0.678, 0.006, 0.016, 0.072, 0.760, -1.063],
  "energy_ev": -125136.28046,
  "gap_ev": 6.9,
  "charge": 2
}

***

{
  "formula": "C37H32N3P2PtS",
  "method": "the ωB97M-V functional and the def2-TZVPD basis",
  "symbols": ["Pt", "C", "P", "C", "C", "C", "C", "C", "C", "C", "C", "C", "C", "C", "C", "C", "C", "C", "C", "C", "P", "C", "C", "C", "C", "C", "C", "C", "C", "C", "C", "C", "C", "N", "H", "H", "H", "H", "H", "H", "H", "H", "H", "H", "H", "H", "H", "H", "H", "H", "H", "H", "H", "H", "H", "H", "H", "H", "H", "H", "N", "C", "N", "C", "C", "C", "C", "C", "C", "S", "H", "H", "H", "H", "H", "H"],
  "xyz": [[-0.2208, 1.0589, -0.0430], [3.0082, 1.8738, -1.0579], [1.7538, 0.5050, -1.3851], [2.5900, -1.0174, -0.9301], [2.1568, -1.9391, -0.0154], [2.8073, -3.1402, 0.1180], [4.0574, -3.3844, -0.4916], [4.5721, -2.3963, -1.2912], [3.7698, -1.2908, -1.6112], [1.6573, 0.3167, -3.1698], [1.7115, 1.4457, -3.9654], [1.3273, 1.3633, -5.3350], [0.9894, 0.1229, -5.9245], [1.1295, -1.0414, -5.1706], [1.5669, -0.9159, -3.8526], [2.4161, 2.5606, 0.1824], [3.0914, 3.3839, 1.1385], [2.1890, 3.7762, 2.1316], [0.9703, 3.1255, 1.8511], [-0.2928, 3.0349, 2.6659], [-1.0178, 1.3989, 2.1527], [-0.2785, 0.1249, 3.2708], [-0.8167, -0.0058, 4.5143], [-0.3884, -1.1104, 5.2770], [0.6886, -1.8828, 4.8458], [1.2483, -1.6822, 3.5597], [0.7902, -0.6410, 2.7733], [-2.7973, 1.2321, 2.4859], [-3.4794, 2.2816, 3.1153], [-4.8513, 2.1526, 3.3879], [-5.4894, 0.9921, 3.0023], [-4.7880, -0.0178, 2.3145], [-3.4059, 0.0300, 2.1625], [1.0948, 2.4008, 0.6470], [3.1528, 2.5486, -1.9167], [3.9867, 1.5173, -0.7693], [1.2442, -1.8217, 0.5182], [2.3620, -3.9347, 0.6890], [4.6063, -4.3225, -0.2996], [5.5483, -2.5123, -1.8000], [4.1124, -0.5871, -2.3647], [1.9184, 2.4702, -3.6347], [1.2945, 2.3031, -5.8730], [0.5131, 0.1257, -6.8728], [0.9329, -2.0562, -5.5177], [1.7417, -1.8449, -3.3019], [4.1286, 3.6364, 1.0478], [2.5017, 4.3453, 3.0342], [-1.0723, 3.7877, 2.4610], [-0.0517, 3.1062, 3.7163], [-1.5398, 0.7426, 4.8958], [-0.8673, -1.2941, 6.2350], [1.0769, -2.6581, 5.4984], [2.0247, -2.3298, 3.2198], [1.2518, -0.3956, 1.8428], [-2.9325, 3.1695, 3.4168], [-5.3896, 2.9280, 3.9419], [-6.4523, 0.7901, 3.3570], [-5.1849, -0.9531, 1.9207], [-2.8124, -0.8374, 1.7801], [-2.2718, 2.3923, -2.0333], [-2.1337, 1.0719, -2.2927], [-1.4545, 0.2663, -1.4502], [-1.6571, -1.1104, -1.6589], [-1.2150, -2.2399, -0.8988], [-1.5797, -3.5013, -1.2754], [-2.3778, -3.7413, -2.4137], [-2.9078, -2.6139, -3.1430], [-2.4992, -1.3234, -2.7904], [-3.0857, 0.1941, -3.4628], [-1.7782, 2.8168, -1.1834], [-2.6664, 3.0152, -2.7299], [-0.6660, -2.0273, -0.0014], [-1.1606, -4.3522, -0.7055], [-2.7519, -4.7578, -2.5719], [-3.6485, -2.7276, -3.9663]],
  "atomic_forces_ev_per_a": [[0.6, 0.5, -0.1], [-1.7, 0.3, 1.3], [-0.4, -0.6, 0.2], [1.3, 0.3, -0.7], [-0.6, -0.7, 0.0], [1.3, -0.9, -0.1], [-0.7, -0.3, 1.0], [0.4, 0.5, -1.5], [1.1, 0.0, 0.4], [1.1, -0.1, -0.9], [-1.2, 0.7, -2.0], [0.4, -0.9, 0.9], [-0.1, 1.0, 1.3], [0.6, 0.5, 0.6], [-0.8, -0.6, 0.9], [-1.8, 0.0, 0.8], [-0.7, 0.9, 1.0], [2.6, 0.0, 0.0], [-0.4, -0.8, -1.6], [-0.1, -0.4, -0.8], [0.1, -1.8, -0.7], [0.4, 1.7, -1.6], [-0.2, -0.9, 1.1], [0.3, 0.7, 0.3], [-0.5, 0.0, -0.7], [-0.5, 0.4, 1.1], [-0.7, -0.3, 1.4], [1.0, 1.4, 1.1], [-0.5, -0.4, -0.4], [0.7, 0.2, 0.2], [1.3, -0.7, -0.6], [0.8, -0.8, 0.2], [-0.2, 0.2, -0.5], [2.5, 2.0, 0.8], [-0.3, -0.1, 0.4], [0.3, -0.4, 0.0], [-0.5, 0.3, 0.2], [-0.1, -0.1, 0.4], [-0.4, 0.6, -0.2], [-0.7, 0.0, 0.4], [0.1, -0.1, 0.0], [-0.1, -0.5, 0.3], [-0.1, -0.2, -0.3], [0.0, -0.1, -0.9], [0.0, 0.5, -0.3], [-0.3, 0.3, 0.0], [0.3, 0.2, 0.2], [-0.7, -0.4, -0.9], [0.5, 0.1, -0.3], [0.0, -0.1, 0.4], [0.3, -0.9, -0.3], [0.3, 0.0, 0.0], [-0.1, 0.0, -0.2], [0.6, -0.2, -0.1], [-0.1, 0.1, -0.5], [-0.2, 0.0, 0.0], [0.2, -0.3, -0.2], [-1.5, -0.1, 0.0], [-0.8, 0.3, 0.5], [-0.7, 0.9, 0.1], [0.8, 0.7, 0.6], [0.2, -1.5, 2.0], [-1.3, -0.1, -0.9], [-0.9, -0.1, -1.3], [-0.4, 2.5, -0.6], [0.2, -1.2, -0.7], [-1.1, 1.6, 0.0], [0.3, -1.2, 0.1], [0.2, -0.8, 0.9], [0.5, -0.1, 0.1], [-0.8, -1.2, -1.7], [0.1, -0.3, 0.3], [0.2, -0.1, 0.2], [-0.6, 0.5, -0.3], [0.3, 0.5, -0.3], [0.7, -0.2, 0.7]],
  "mulliken_charge": [1.162, -0.948, 0.648, 0.279, 0.681, -1.083, -0.622, -0.881, -0.521, 0.555, -0.750, -0.631, -0.648, -0.578, -0.503, 0.352, -0.984, -1.047, 0.470, -0.906, 0.515, 0.337, -0.260, -0.820, -0.628, -0.611, -0.439, 0.393, -0.236, -0.646, -0.699, -0.634, -0.298, 0.343, 0.567, 0.493, -0.098, 0.486, 0.377, 0.368, 0.427, 0.214, 0.413, 0.429, 0.423, 0.290, 0.527, 0.394, 0.523, 0.392, 0.396, 0.402, 0.399, 0.487, 0.496, 0.329, 0.415, 0.429, 0.405, 0.351, -0.400, 0.531, 0.217, -0.427, -0.211, -0.565, -0.756, -0.387, 0.881, -0.282, 0.144, 0.237, 0.203, 0.376, 0.375, 0.372],
  "energy_ev": -76011.53754,
  "gap_ev": [5.7, 5.1],
  "s_squared": 2.02,
  "charge": 1,
  "spin_multiplicity": 3
}